C24H33ClI2LaP2Sb | wB97M-V/def2-TZVPD

Element x y z (Å)
C 3.564 1.514 -3.656
C -2.962 -0.776 2.347
C 2.538 -0.047 2.941
H -4.980 -1.213 3.009
H 1.526 4.999 2.086
H 1.677 -2.743 0.990
C -4.033 -1.631 2.655
La 0.036 0.179 -4.459
P -2.645 -0.024 -2.926
H -2.037 3.899 4.283
C -1.737 -1.331 1.983
C 3.604 -1.291 -3.497
H 3.153 -0.663 -0.588
C -2.674 -3.556 2.109
H 3.011 1.107 -0.650
C 0.918 2.923 1.966
H -3.185 -1.701 -4.593
C -1.079 2.298 3.202
C 2.243 -2.098 1.674
I -0.235 1.713 -1.054
H -4.534 0.096 -1.421
C -1.587 -2.717 1.862
C -3.568 1.364 -3.698
P 2.638 0.134 -2.867
C -3.445 0.009 -1.276
C 3.778 -0.513 3.389
C 3.376 0.227 -1.193
H -1.802 1.543 3.534
H -0.376 5.624 3.578
H 5.217 -2.130 3.359
H -0.662 -3.183 1.533
H -3.432 2.271 -3.092
C -0.278 4.594 3.222
H -4.653 -1.182 -3.694
C 3.491 -2.556 2.132
H 1.742 2.667 1.288
H -3.097 0.866 -0.686
C -1.211 3.633 3.626
H 4.375 0.105 4.056
H 3.463 -2.145 -2.821
H 3.843 -3.549 1.833
C -3.586 -1.445 -3.607
H -3.186 1.540 -4.712
C -0.027 1.974 2.364
H -3.104 0.302 2.389
H 4.674 -1.030 -3.547
H 3.195 1.678 -4.679
H -2.548 -4.633 1.999
H -4.724 -3.681 2.780
Sb -0.105 0.002 1.360
Cl -0.096 0.317 -6.971
H 4.470 0.306 -1.307
C 4.257 -1.760 2.989
C 0.790 4.252 2.386
H 3.248 -1.562 -4.498
H -4.638 1.103 -3.746
H 4.639 1.265 -3.689
C -3.896 -3.017 2.535
H -3.239 -0.909 -0.709
I -0.022 -1.627 -1.185
C 1.781 -0.834 2.077
H -3.467 -2.301 -2.929
H 3.417 2.433 -3.068
H 2.182 0.914 3.285

Charge: +2
Relative energy (zero: lowest compared OMol25 entry of this formula, charge and spin) (kcal per mole): 0.0
Total energy (eV): -80109.55968
E_LUMO (Ha): -0.2793
Kohn-Sham gap (eV): 5.94


C41H45N8OSr | wB97M-V/def2-TZVPD

Element x y z (Å)
H 2.749 4.087 0.553
C -4.347 -1.053 0.279
C 1.291 3.938 2.124
H -3.273 1.547 -4.280
H 3.152 -2.782 -0.140
H -2.563 -0.844 -4.388
C -1.093 -0.600 -2.855
C 1.821 -2.420 -2.365
H 3.844 -0.954 5.245
H 3.813 0.624 0.461
H -0.417 -4.631 7.659
H 2.652 -2.732 -4.320
C 3.856 -1.134 4.180
Sr 0.471 -1.050 0.432
C 0.212 -3.906 -1.657
H -0.833 4.849 -4.887
H 1.228 -4.723 -4.760
C -2.571 -2.036 1.204
H -2.186 4.074 -6.820
H -3.060 0.375 -0.829
H -4.429 6.869 -2.813
C 2.391 1.706 -0.741
H -2.305 -3.532 2.695
C 1.988 3.476 1.018
C -2.644 5.701 -3.081
C 3.393 0.554 -0.542
N 2.818 -0.799 -0.698
C 1.153 -4.191 -3.821
N -0.481 0.186 -1.964
C 2.649 -1.167 -2.109
C -3.158 -0.464 -0.155
C 3.629 -1.808 -0.001
H 5.897 -1.788 4.078
C -2.658 4.220 -5.848
H -2.208 5.973 -2.118
H 1.806 -0.547 3.900
C -1.861 2.004 -2.723
H 3.636 -1.300 -2.579
N -2.070 -1.041 0.386
C -0.464 -1.903 4.945
H -0.468 -4.188 -0.860
C -2.092 -0.154 -3.703
H 2.155 -0.338 -2.619
H -2.222 6.364 -3.837
O -2.633 3.686 -1.290
C 4.985 -1.597 3.529
H 2.933 2.546 -1.178
H 1.649 1.405 -1.481
H 4.629 -1.889 -0.452
C -0.168 -4.189 5.580
H 1.250 -3.490 3.033
C 0.312 3.142 2.694
C -0.175 -3.216 4.587
H -0.954 -0.543 6.526
N 0.969 -2.832 -1.427
C 0.266 -4.617 -2.843
H -0.676 1.232 2.541
C -0.721 -1.568 6.266
H 5.803 -2.151 1.616
C -0.879 1.455 -1.906
H -0.422 2.078 -1.148
C 3.748 -1.556 1.488
H -3.135 5.200 -5.856
H -5.346 -0.764 -0.001
H -3.442 3.471 -5.731
C 0.166 -3.587 3.160
C 1.679 2.227 0.496
C -0.696 -2.545 7.251
N -2.199 4.344 -3.410
C 1.946 -3.082 -3.579
C -4.156 5.835 -3.021
H -0.262 3.469 3.548
H -0.057 -4.649 2.999
C 0.082 1.894 2.135
C -3.970 -2.065 1.158
H -4.620 5.547 -3.964
N 2.653 -1.114 2.116
H -0.904 -2.285 8.281
N 0.744 1.460 1.065
H 0.037 -5.220 5.315
C -0.422 -3.858 6.902
C -2.251 3.426 -2.421
C 4.934 -1.804 2.158
C -2.484 1.173 -3.639
H -0.368 -5.479 -2.986
H 1.507 4.917 2.533
C -1.632 4.116 -4.733
H 4.231 0.662 -1.243
H -4.609 -2.736 1.710
H -1.156 3.137 -4.740
H -4.562 5.211 -2.226
C 2.714 -0.902 3.428
H -0.793 -1.640 -2.881
C -1.757 -2.826 2.059
H -0.523 -1.138 4.179
N -0.468 -2.749 2.152

Charge: +1
Relative energy (zero: lowest compared OMol25 entry of this formula, charge and spin) (kcal per mole): 10.7
Total energy (eV): -58050.97437
E_LUMO (Ha): -0.0727
Kohn-Sham gap (eV): 7.11


C18H18N4O5S2 | wB97M-V/def2-TZVPD

Element x y z (Å)
C -5.911 2.000 0.143
C -4.503 -3.664 1.526
S 6.505 0.426 -0.249
H 7.198 -1.355 -3.397
H -4.359 -4.657 1.137
C -3.792 -0.512 1.722
N 2.701 0.994 -0.917
C -1.009 1.353 -0.881
H -2.185 -1.806 2.301
C 1.385 0.539 -0.611
N 2.036 2.746 -2.335
C 0.332 1.375 -1.158
C -4.165 0.560 0.868
H -0.538 -0.785 0.817
O 7.076 1.574 0.390
N 3.783 0.382 -0.426
H -5.375 2.929 0.362
C 6.637 -1.021 -2.527
H -5.368 -2.059 4.081
H -5.806 1.761 -0.920
C 7.362 0.095 -1.814
H -6.965 2.128 0.381
C -2.481 -0.974 1.683
C -3.225 1.119 0.036
H -3.618 -1.774 4.041
H 7.374 1.031 -2.364
H -1.531 2.100 -1.478
H -4.820 -2.913 0.822
O -0.141 3.043 -2.787
H 2.084 -0.971 0.349
C -4.492 -2.027 3.423
O 6.361 -0.783 0.500
H -3.989 -4.143 3.501
S 4.664 2.333 -1.850
C 0.694 2.437 -2.156
O -5.467 0.942 0.957
C -4.301 -3.382 2.798
H 5.653 -0.696 -2.859
O -4.774 -0.987 2.513
C 2.924 2.070 -1.734
C -1.887 0.663 0.009
H -3.498 1.938 -0.612
H 6.512 -1.859 -1.845
N 1.223 -0.520 0.053
C -1.545 -0.404 0.844
C 4.863 0.938 -0.803
H 8.375 -0.182 -1.536

Charge: 0
Relative energy (zero: lowest compared OMol25 entry of this formula, charge and spin) (kcal per mole): 58.6
SMILES string: [H]/N=C1/C(=C\c2ccc(OCC=C)c(OC)c2)C(=O)N=C2SC(S(=O)(=O)CC)=NN21
Total energy (eV): -56823.07273
E_LUMO (Ha): -0.0307
Kohn-Sham gap (eV): 7.28


C5H9NS | wB97M-V/def2-TZVPD

Element x y z (Å)
H 2.141 -1.554 0.589
C 0.666 0.011 0.017
H -0.059 0.707 1.810
N 0.715 0.163 1.404
H -0.116 2.082 -0.182
H -2.032 0.987 1.014
H -0.075 -1.280 -1.458
C -1.807 0.495 -0.053
S -1.561 -1.401 0.416
H -0.311 1.131 -1.680
C -0.342 1.088 -0.625
C 0.073 -1.403 -0.427
C 1.555 -1.217 -0.287
H 2.034 -1.213 -1.274
H -2.480 0.663 -0.899
H 1.599 0.739 1.634

Charge: 0
Relative energy (zero: lowest compared OMol25 entry of this formula, charge and spin) (kcal per mole): 85.7
SMILES string: N[C@]12CCS[C@@H]1C2
Total energy (eV): -17652.47530
E_LUMO (Ha): 0.0335
Kohn-Sham gap (eV): 9.16


> Among the records above, which one has the highest E_LUMO?

C5H9NS


> The highest total energy belongs to which entry?

C5H9NS


> Number 3 is which compound?

C18H18N4O5S2


> The highest charge belongs to which entry?

C24H33ClI2LaP2Sb